No. 1
# C3H3O3Rh

C3H3O3Rh as an isolated structure at a distorted geometry (ωB97M-V/def2-TZVPD, OMol25).

- Net charge: +1
- HOMO energy (alpha / beta): -11.141 / -15.439 eV
- Multiplicity: 6
- Energy above the lowest of the compared OMol25 structures with the same formula, charge and spin: 76.2 kcal/mol
- LUMO level (alpha / beta): -4.67 / -9.68 eV

```
10
Properties=species:S:1:pos:R:3:forces:R:3
H -0.222 -0.123 0.567 0.2 -0.2 0.0
O 1.443 1.590 0.942 -1.5 0.4 0.3
C 0.253 1.722 1.085 3.4 -1.5 -1.1
O -0.639 0.699 0.855 0.3 -0.2 0.0
O -0.441 2.762 1.405 1.0 2.3 0.2
Rh -2.285 1.958 1.494 -3.4 -0.2 0.5
H 0.111 4.114 1.177 -0.2 -0.9 0.2
C 0.714 5.304 1.505 -0.8 0.2 -3.1
C 0.325 5.250 0.320 1.1 0.2 3.2
H 1.096 5.467 2.504 -0.1 -0.1 -0.1
```
Forces are in eV/Å.



No. 2
# C2H3N5O

One molecule with the formula C2H3N5O at a distorted geometry (ωB97M-V/def2-TZVPD, OMol25).

- SMILES: N/N=c1/cnnno1
- Net charge: 0
- HOMO energy: -10.045 eV
- Energy above the lowest of the compared OMol25 structures with the same formula, charge and spin: 162.0 kcal/mol
- LUMO level: -0.26 eV

```
11
Properties=species:S:1:pos:R:3:forces:R:3
N -0.432 0.895 1.989 2.3 0.2 -2.8
N -0.951 0.116 0.978 -2.3 1.0 4.6
C -0.362 -0.117 -0.018 5.3 -3.0 -5.4
C -0.351 -1.339 -0.896 1.4 0.4 -0.3
N 0.435 -1.163 -1.921 -1.2 -0.7 -0.2
N 0.946 0.191 -2.311 -0.9 -1.5 1.4
N 1.359 0.858 -1.353 -0.4 -0.8 -1.1
O 1.059 0.290 -0.145 -1.2 1.4 2.0
H -1.267 0.975 2.447 -1.7 2.0 2.5
H 0.188 1.720 1.649 -1.8 -1.7 1.0
H -0.624 -2.427 -0.419 0.5 2.8 -1.8
```
Forces are in eV/Å.



No. 3
# C4H12

A 2-piece molecular cluster, C4H12 overall at a distorted geometry (ωB97M-V/def2-TZVPD, OMol25).

- SMILES: CC.CC
- Net charge: 0
- HOMO energy: -11.616 eV
- Energy above the lowest of the compared OMol25 structures with the same formula, charge and spin: 6.2 kcal/mol
- LUMO level: 1.14 eV

```
16
Properties=species:S:1:pos:R:3:forces:R:3
C -0.859 -1.398 2.126 -0.8 -0.3 0.0
C -0.993 0.095 1.849 0.0 0.5 -0.7
H -0.865 -1.646 3.189 0.5 0.1 0.0
H -1.743 -1.938 1.763 0.2 0.1 -0.2
H -0.003 -1.824 1.613 0.2 -0.1 0.2
H -0.323 0.436 1.056 0.1 -0.3 -0.1
H -0.754 0.752 2.678 -0.2 -0.1 0.4
H -1.983 0.346 1.460 0.0 0.0 0.4
C 1.115 1.375 -1.892 1.3 0.5 -0.6
C 0.710 -0.066 -2.053 -0.9 -0.7 0.4
H 1.055 1.739 -0.877 -0.6 0.1 0.3
H 2.186 1.473 -2.097 0.1 -0.2 0.0
H 0.691 2.101 -2.591 -0.5 -0.3 0.2
H 1.066 -0.558 -2.954 0.3 0.2 -0.2
H -0.376 -0.233 -2.065 0.1 0.3 0.1
H 1.075 -0.654 -1.205 0.1 0.0 -0.1
```
Forces are in eV/Å.



No. 4
# C4H11O2P

One molecule with the formula C4H11O2P at a distorted geometry (ωB97M-V/def2-TZVPD, OMol25).

- SMILES: CC[P@@](C)(=O)CO
- Net charge: 0
- HOMO energy: -8.893 eV
- Energy above the lowest of the compared OMol25 structures with the same formula, charge and spin: 20.1 kcal/mol
- LUMO level: 0.75 eV

```
18
Properties=species:S:1:pos:R:3:forces:R:3
C -2.169 0.598 -0.325 -1.0 1.3 0.5
C -0.755 0.476 -1.027 -2.4 1.0 0.9
P 0.559 0.570 0.156 2.1 -4.5 -0.8
C 1.977 0.100 -1.040 -3.9 -1.3 1.4
O 0.674 1.756 0.995 0.1 1.0 0.9
C 0.537 -1.263 1.285 -2.4 3.2 -2.1
O -0.129 -0.800 2.439 -0.7 -1.8 -0.2
H -2.497 -0.323 0.208 1.0 0.7 0.4
H -2.431 1.571 0.306 1.1 -2.2 -1.2
H -2.936 0.559 -1.085 -0.2 0.5 -0.7
H -0.616 1.120 -1.931 -0.2 -0.3 1.0
H -0.758 -0.539 -1.329 0.4 -1.1 -0.7
H 2.179 -0.959 -0.897 0.1 0.0 -0.1
H 1.428 0.271 -1.943 0.6 0.1 -1.0
H 2.793 0.669 -0.886 2.8 2.0 0.2
H 0.155 -2.185 0.741 -0.3 1.4 1.0
H 1.542 -1.409 1.419 2.7 -0.4 0.6
H 0.445 -0.210 2.914 0.4 0.5 0.2
```
Forces are in eV/Å.



No. 5
# C25H59Cl4N3O6

A 8-piece molecular cluster, C25H59Cl4N3O6 overall at a distorted geometry (ωB97M-V/def2-TZVPD, OMol25).

- Net charge: -1
- HOMO energy (alpha / beta): -0.483 / -3.895 eV
- Multiplicity: 2
- LUMO level (alpha / beta): 1.78 / 1.78 eV

```
97
Properties=species:S:1:pos:R:3:forces:R:3
C 0.102 -4.643 2.512 -0.6 0.1 -0.9
C 0.503 -4.741 1.009 1.3 2.1 1.1
C -0.190 -5.785 0.234 -2.3 -0.2 -0.2
C -1.791 -5.605 0.231 2.0 -1.8 -0.4
C -2.324 -4.481 -0.670 -0.3 0.0 1.0
C -3.807 -4.676 -1.030 0.0 -0.6 0.2
H -0.847 -4.132 2.676 -0.7 -0.6 -0.6
H 0.661 -3.977 3.169 1.1 -0.6 -0.3
H 0.032 -5.683 2.831 0.0 0.2 0.8
H 0.437 -3.754 0.552 -0.4 0.2 -0.2
H 1.570 -4.951 0.938 0.3 -0.1 0.3
H 0.136 -6.719 0.692 -0.6 -0.5 0.0
H 0.154 -5.846 -0.798 0.1 0.3 -0.1
H -2.149 -6.577 -0.107 -0.2 -0.1 -0.7
H -2.117 -5.702 1.267 -0.3 1.1 0.2
H -2.143 -3.537 -0.156 -0.2 0.2 0.0
H -1.737 -4.397 -1.585 0.1 -0.3 -0.1
H -4.540 -4.405 -0.270 0.3 0.8 0.0
H -4.064 -4.225 -1.989 -0.1 0.2 0.3
H -4.007 -5.745 -1.098 0.2 -0.3 -0.5
C 1.554 9.678 2.512 0.1 0.2 -0.2
C 0.812 8.617 1.681 0.1 0.6 2.4
C 1.459 8.097 0.468 -0.4 -0.6 -1.7
C 0.593 6.922 -0.125 1.6 -1.3 2.2
C 0.768 5.557 0.746 -0.3 0.5 -0.9
C 0.014 4.359 0.174 0.4 -0.6 -1.2
H 1.697 10.586 1.926 0.5 0.0 0.0
H 2.487 9.287 2.920 0.4 0.1 -0.5
H 1.058 10.007 3.425 -0.7 -0.2 -0.1
H 0.725 7.788 2.385 -0.6 -0.2 -0.1
H -0.170 9.010 1.419 -0.2 -0.2 0.1
H 2.498 7.786 0.579 0.0 -0.3 0.4
H 1.531 8.890 -0.276 -0.2 0.2 -0.2
H -0.477 7.109 -0.033 0.1 0.4 -0.7
H 0.989 6.772 -1.129 -0.7 -0.4 -0.2
H 1.813 5.251 0.800 0.2 0.3 -0.1
H 0.439 5.641 1.781 -0.1 0.7 0.0
H 0.523 3.980 -0.712 0.4 0.2 -0.3
H 0.035 3.472 0.808 -0.3 0.3 0.5
H -0.986 4.514 -0.232 -0.3 0.4 0.7
C 2.941 -3.265 -7.439 -1.1 -0.1 0.1
C 2.042 -2.719 -6.285 0.2 0.5 -0.6
C 2.435 -3.047 -4.853 0.5 0.1 -1.2
C 1.472 -2.572 -3.814 0.2 0.1 0.4
C 1.272 -1.048 -3.823 -1.2 -1.5 1.6
C 2.434 -0.113 -3.726 -0.4 0.4 -1.5
H 2.278 -3.484 -8.277 -0.2 -0.6 0.1
H 3.434 -4.175 -7.099 0.2 0.0 -0.3
H 3.609 -2.583 -7.965 0.5 0.3 0.9
H 2.037 -1.632 -6.366 -0.3 0.1 -0.1
H 1.012 -3.048 -6.423 -0.1 -0.1 -0.2
H 3.332 -2.458 -4.663 0.6 -0.5 0.1
H 2.626 -4.118 -4.779 0.2 -0.1 0.2
H 0.486 -3.036 -3.821 -0.1 -0.1 -0.5
H 1.895 -2.945 -2.881 0.1 0.4 0.5
H 0.607 -0.846 -4.663 0.0 0.5 0.1
H 0.721 -0.919 -2.891 -0.7 0.3 -0.2
H 3.208 -0.420 -3.022 0.0 0.2 -0.2
H 2.747 0.017 -4.762 1.1 -0.1 0.1
H 2.008 0.870 -3.525 0.3 0.1 0.6
Cl 3.171 -1.305 3.154 0.1 -0.3 0.3
C 4.292 0.022 2.873 -0.8 2.0 -0.9
C 4.889 0.658 4.130 -0.1 -1.5 -0.5
Cl 5.807 2.096 3.575 -0.2 -0.4 0.6
H 3.697 0.832 2.451 -0.5 0.0 0.1
H 4.898 -0.138 1.981 0.8 -0.7 0.7
H 5.477 -0.082 4.673 0.7 0.4 -0.1
H 4.072 0.880 4.817 0.1 0.7 -0.2
Cl -1.631 -0.633 -0.365 -0.5 0.3 -0.1
C -0.215 0.440 -0.307 -1.5 0.7 -1.1
C 0.890 -0.458 -0.181 1.6 -3.1 2.1
Cl 2.365 0.404 0.022 1.9 1.1 -0.2
H -0.247 1.120 0.544 -0.3 -0.1 -0.1
H -0.134 0.979 -1.251 -0.4 0.2 0.1
H 1.063 -1.325 -0.818 -0.4 0.7 -0.9
H 0.796 -0.992 0.765 -0.3 0.1 0.3
C -1.107 0.505 5.435 -0.2 0.6 -0.1
N -1.405 1.210 4.134 -0.4 0.3 -2.2
O -1.203 0.572 3.088 0.4 0.5 1.7
O -1.902 2.334 4.110 0.8 -1.3 1.0
H -0.774 1.231 6.176 0.0 0.1 -0.3
H -0.352 -0.262 5.266 -0.3 0.1 -0.2
H -2.068 0.110 5.764 0.1 -0.2 -0.1
C -4.839 0.537 -1.184 -1.2 -0.3 0.7
N -6.020 -0.315 -0.881 1.7 2.3 -1.1
O -7.180 0.187 -0.970 -1.3 0.6 -0.1
O -5.777 -1.499 -0.541 0.6 -2.3 0.7
H -5.153 1.561 -1.387 -0.2 -0.1 0.1
H -4.252 0.191 -2.035 0.0 -0.4 -0.1
H -4.229 0.509 -0.282 0.3 0.1 0.0
C -3.604 -2.149 2.568 -0.1 0.8 0.2
N -4.109 -1.010 3.502 -0.7 -0.2 -0.6
O -4.721 -1.379 4.535 1.5 1.2 -2.0
O -3.886 0.153 3.134 -0.7 -2.2 1.3
H -3.318 -1.756 1.592 0.0 0.5 0.4
H -4.390 -2.875 2.362 -0.1 0.2 0.6
H -2.741 -2.551 3.099 -0.2 -0.2 -0.1
```
Forces are in eV/Å.



No. 6
# C3H6N2OS

One molecule with the formula C3H6N2OS at a distorted geometry (ωB97M-V/def2-TZVPD, OMol25).

- SMILES: [H]/N=C(/N)SC(C)=O
- Net charge: 0
- HOMO energy: -9.837 eV
- Energy above the lowest of the compared OMol25 structures with the same formula, charge and spin: 31.1 kcal/mol
- LUMO level: 0.64 eV

```
13
Properties=species:S:1:pos:R:3:forces:R:3
H -0.367 -1.656 1.391 0.1 -0.6 -1.0
N -0.042 -2.232 0.584 -1.1 -0.9 3.7
C 0.156 -1.610 -0.434 1.3 2.0 -3.1
N 0.629 -2.172 -1.628 0.0 -2.0 0.5
S 0.044 0.225 -0.808 0.1 -1.1 0.1
C -0.366 0.957 0.751 -0.8 0.7 -0.4
C -0.414 2.454 0.540 0.8 1.3 -0.3
O -0.688 0.361 1.735 0.2 -0.2 0.6
H 0.735 -3.259 -1.522 0.2 3.0 -0.3
H 1.426 -1.621 -1.968 -0.4 -0.9 -0.1
H -0.785 3.100 1.370 -0.1 -1.0 -0.5
H 0.647 2.802 0.403 -0.9 -0.3 -0.2
H -0.976 2.651 -0.415 0.6 0.0 1.0
```
Forces are in eV/Å.